C51H141N12O30P9 | wB97M-V/def2-TZVPD

## Properties
HOMO level ... -8.60 eV
Molar mass ... 1681.5 g/mol
SMILES string ... CN(C)P(=O)(N(C)C)N(C)C.CN(C)P(=O)(N(C)C)N(C)C.CN(C)P(=O)(N(C)C)N(C)C.CN(C)P(=O)(N(C)C)N(C)C.COP(=O)(OC)OC.COP(=O)(OC)OC.COP(=O)(OC)OC.COP(=O)(OC)OC.COP(=O)(OC)OC.CCOC(C)=O.CCOC(C)=O.CCOC(C)=O
Maximum force ... 4.5 eV Å⁻¹
E_tot ... -218096.228 eV

```
! RIJCOSX wB97M-V def2-TZVPD def2/J DEFGRID3
* xyz 0 1
O -7.66170 1.20113 25.25740
C -7.10459 0.85928 26.29466
O -7.76104 0.33162 27.32552
C -9.15255 0.03551 27.18716
C -9.58356 -0.55616 28.47935
C -5.70880 0.87424 26.42644
H -9.32482 -0.61379 26.33669
H -9.63563 0.93381 26.78791
H -9.07901 -1.53773 28.51184
H -10.64302 -0.82659 28.53660
H -9.38583 0.07682 29.36044
H -5.44467 0.86867 27.48206
H -5.31598 1.73209 25.92395
H -5.27918 -0.06016 25.98438
O 2.58497 0.00499 31.93449
C 3.12862 -0.88197 31.27503
O 3.59434 -2.01676 31.82085
C 3.17375 -2.35905 33.16589
C 3.57036 -3.78115 33.48926
C 3.34193 -0.81490 29.79797
H 2.06460 -2.20311 33.17629
H 3.60117 -1.67379 33.93210
H 2.86257 -4.49777 32.99640
H 3.38740 -3.83659 34.55411
H 4.58581 -4.12498 33.25748
H 3.07941 0.14057 29.32984
H 2.62096 -1.61186 29.51428
H 4.29269 -1.16437 29.63903
O -8.87561 -4.64839 34.48642
C -7.74099 -4.25479 34.61561
O -7.24043 -2.95843 34.45894
C -8.12714 -1.84862 33.98619
C -8.07346 -1.82491 32.41954
C -6.57399 -5.15179 34.91589
H -7.63374 -0.97835 34.37676
H -9.13114 -2.08046 34.44051
H -8.64706 -1.02292 31.99565
H -8.57262 -2.70778 31.94032
H -7.04218 -1.76748 32.03837
H -5.82354 -4.83707 34.16338
H -6.97172 -6.15511 34.82230
H -6.34746 -4.84111 35.91063
C -6.42050 3.94832 33.05177
O -5.34074 4.12645 33.96185
P -5.30812 5.36760 34.94502
O -6.52499 6.17752 34.98111
O -4.86533 4.70682 36.31304
C -4.22333 5.53388 37.29814
O -4.01585 6.16931 34.49164
C -3.97164 7.52730 34.04001
H -6.15977 4.42344 32.05354
H -7.33361 4.39212 33.50173
H -6.50067 2.88359 32.90657
H -4.34209 5.11283 38.28907
H -4.60447 6.57096 37.22600
H -3.12814 5.58869 37.04289
H -3.54631 7.48399 33.06146
H -3.20823 8.07838 34.65253
H -4.86719 8.08777 34.16206
C 1.15485 2.22510 34.61554
O -0.24072 2.18205 34.98834
P -0.50095 2.30613 36.51453
O 0.09421 3.38238 37.23197
O -2.09099 2.29062 36.66532
C -2.95120 1.22507 36.26076
O -0.01391 0.93506 37.01563
C 0.46254 0.74016 38.38220
H 1.41319 1.29003 34.19022
H 1.88185 2.43313 35.44540
H 1.23045 3.06787 33.93282
H -3.12425 1.27820 35.19013
H -3.89027 1.23660 36.78884
H -2.50066 0.27702 36.59786
H 1.52738 0.55810 38.19964
H 0.01890 -0.14988 38.75311
H 0.24996 1.55885 39.05975
C -9.83380 3.61036 31.23489
O -8.82182 4.45473 30.63169
P -8.57236 4.22038 29.10715
O -9.34088 3.10663 28.58375
O -8.90413 5.54831 28.35656
C -8.29912 6.83642 28.36741
O -7.01226 4.10769 29.06794
C -6.27828 4.10343 27.83900
H -9.78319 2.51472 31.05015
H -10.77470 3.93815 30.81368
H -9.67113 3.79199 32.31249
H -8.46346 7.34831 29.32008
H -8.86914 7.45042 27.67683
H -7.25800 6.73924 28.11511
H -6.68317 3.50232 27.01779
H -5.33356 3.66934 28.17500
H -6.19510 5.11113 27.49300
C -3.33812 10.04232 30.96289
O -3.57635 8.77628 30.29164
P -4.65261 8.82542 29.11983
O -4.40529 9.91187 28.18677
O -4.63225 7.39734 28.50859
C -4.02438 7.20269 27.17076
O -6.04887 8.97807 29.80397
C -6.36058 8.16987 31.02265
H -4.17117 10.35942 31.61249
H -3.25435 10.85535 30.20324
H -2.40624 9.84323 31.51902
H -4.01487 8.14032 26.59319
H -4.54973 6.37653 26.69401
H -2.97192 6.91448 27.31683
H -7.43490 8.30942 31.01968
H -5.84015 8.53601 31.89865
H -6.09961 7.14074 30.92028
C -1.75656 0.50578 26.57985
O -2.46987 0.37102 25.24499
P -1.91464 -0.59472 24.12976
O -0.47944 -0.61243 23.85423
O -2.44938 -1.99472 24.70459
C -1.99032 -3.23477 24.15775
O -2.83408 -0.38293 22.88228
C -2.23638 0.29412 21.71879
H -1.87190 1.56121 26.82700
H -0.76684 0.17360 26.38855
H -2.33735 -0.14391 27.21823
H -2.54484 -3.98122 24.67335
H -0.93286 -3.37761 24.33628
H -2.20574 -3.28987 23.03813
H -1.20033 0.07533 21.62642
H -2.42865 1.38204 21.80111
H -2.79549 -0.11537 20.88477
O -1.71780 6.01991 25.68761
P -1.85148 5.28651 24.42722
N -2.12133 6.26816 23.06987
C -1.23831 6.26042 21.90034
C -3.02785 7.36446 23.14736
N -3.08709 4.26409 24.56997
C -3.26350 3.51957 25.82107
C -3.99861 3.83239 23.48050
N -0.55528 4.28205 24.20838
C 0.74855 4.76143 24.53084
C -0.71735 2.90212 23.88130
H -1.90409 6.15849 21.03769
H -0.47318 5.45922 21.95114
H -0.74651 7.23990 21.82626
H -3.52816 7.53600 22.17546
H -2.52977 8.29721 23.42496
H -3.76160 7.24019 23.90798
H -2.40352 3.59457 26.53407
H -4.17258 3.86356 26.28633
H -3.45813 2.46040 25.65241
H -5.02368 3.90031 23.80201
H -3.87536 4.54332 22.67703
H -3.80063 2.79173 23.23721
H 0.63994 5.73501 25.01453
H 1.36552 4.10310 25.14958
H 1.33410 4.92437 23.53375
H 0.04785 2.54248 23.15366
H -1.71002 2.62400 23.52048
H -0.57307 2.23444 24.77000
O -2.09087 -4.67458 34.03514
P -1.67249 -3.49562 34.83210
N -2.77383 -2.67304 35.80018
C -3.41943 -3.42665 36.85295
C -3.67013 -1.78717 35.07522
N -1.18816 -2.27134 33.77550
C -1.04496 -2.66041 32.34236
C -0.90968 -0.85913 33.96550
N -0.46796 -3.84365 35.92275
C 0.15734 -2.58269 36.39359
C 0.54672 -4.82115 35.52774
H -3.84391 -2.69210 37.55697
H -2.62640 -4.06911 37.33766
H -4.26411 -4.05717 36.57447
H -3.19715 -1.39896 34.21183
H -3.92753 -0.95818 35.75944
H -4.58951 -2.26754 34.77384
H -1.22885 -3.75253 32.28438
H -1.78544 -2.16865 31.72378
H -0.04871 -2.41339 31.93954
H 0.15283 -0.65066 33.98681
H -1.30759 -0.25206 33.17156
H -1.28979 -0.56929 34.94376
H 0.72397 -1.97606 35.68559
H -0.60601 -1.98066 36.89722
H 0.84311 -2.82512 37.17049
H 1.00236 -4.64564 34.57723
H 0.10096 -5.82293 35.49134
H 1.31092 -4.80574 36.30453
O -3.25144 2.54096 28.85702
P -3.00724 2.29436 30.27683
N -3.01025 3.75151 31.04361
C -2.37678 4.01570 32.32448
C -3.15382 4.95485 30.17809
N -1.59159 1.56252 30.63934
C -0.33848 2.26754 30.36577
C -1.37336 0.14444 30.56914
N -4.04741 1.24186 31.04841
C -4.00015 1.09006 32.51400
C -5.36168 1.05675 30.46918
H -1.28924 4.21610 32.22007
H -2.37829 3.17801 32.98614
H -2.99063 4.78581 32.78653
H -2.28296 5.57498 30.31913
H -4.07266 5.58054 30.34416
H -3.22069 4.70520 29.12417
H 0.08826 1.95109 29.39069
H -0.53885 3.31896 30.45358
H 0.34916 1.97617 31.15693
H -1.09512 -0.26988 29.57851
H -0.54369 -0.13700 31.23907
H -2.22693 -0.42069 30.88924
H -4.62741 1.83807 33.04773
H -4.38913 0.09665 32.74811
H -2.93843 1.11671 32.84960
H -5.81452 0.18665 30.88801
H -5.17905 0.88308 29.41075
H -6.05427 1.88788 30.52030
O -4.49140 -5.58264 28.64257
P -4.78046 -4.25806 29.23698
N -4.45988 -4.29369 30.83703
C -4.37107 -3.17297 31.67960
C -4.58105 -5.61522 31.49709
N -6.33058 -3.78150 29.01230
C -6.78136 -3.89477 27.62151
C -7.30619 -4.35274 29.98683
N -4.01055 -2.90834 28.54733
C -4.65624 -1.72504 28.00604
C -2.62828 -3.02234 28.18261
H -3.64009 -3.43396 32.49765
H -5.32804 -2.92518 32.16818
H -4.00881 -2.31679 31.12846
H -3.88034 -5.81640 32.33350
H -4.43057 -6.33749 30.68427
H -5.58909 -5.74553 31.80336
H -7.78740 -3.42047 27.56670
H -6.11977 -3.48932 26.87504
H -6.97060 -4.93708 27.31665
H -8.32059 -4.24365 29.58103
H -7.14303 -5.37851 30.28975
H -7.24322 -3.75249 30.89925
H -4.45589 -1.75918 26.97632
H -5.69105 -1.72675 28.20534
H -4.11259 -0.86838 28.42329
H -2.15558 -3.96763 28.33294
H -1.99908 -2.32385 28.78558
H -2.52248 -2.73394 27.08648
*
```